(w)
{"formula": "C5H7NO", "method": "the ωB97M-V functional and the def2-TZVPD basis", "homo_lumo_gap_ha": 0.386, "e_lumo_ev": 1.02, "mol_weight_g_mol": 97.12, "elements": ["C", "N", "C", "C", "C", "C", "O", "H", "H", "H", "H", "H", "H", "H"], "positions_angstrom": [[1.023, 0.074, -1.563], [1.458, -0.980, -0.631], [0.327, -0.168, -0.294], [0.057, 0.513, 1.047], [-1.443, 0.634, 0.735], [-0.967, -0.738, 0.255], [-0.234, -0.842, 1.565], [1.625, 0.975, -1.661], [0.618, -0.310, -2.497], [2.274, -0.711, -0.087], [0.695, 1.194, 1.615], [-1.820, 1.378, 0.032], [-2.051, 0.537, 1.639], [-1.562, -1.556, -0.156]]}


(x)
{"formula": "C5H7NO", "method": "the ωB97M-V functional and the def2-TZVPD basis", "homo_lumo_gap_ha": 0.347, "smiles": "O=C1CC=CCN1", "e_lumo_ev": 0.76, "mol_weight_g_mol": 97.12, "elements": ["O", "C", "C", "C", "C", "C", "N", "H", "H", "H", "H", "H", "H", "H"], "positions_angstrom": [[1.366, 2.289, 0.505], [0.770, 1.258, 0.252], [1.372, -0.107, 0.313], [0.530, -1.319, 0.177], [-0.735, -1.200, -0.240], [-1.398, 0.137, -0.030], [-0.478, 1.237, -0.334], [2.358, -0.147, 0.790], [1.220, -0.493, -0.823], [1.116, -2.231, 0.130], [-1.244, -2.026, -0.717], [-1.708, 0.181, 1.028], [-2.291, 0.260, -0.645], [-0.877, 2.161, -0.407]]}


(y)
{"formula": "C5H7NO", "method": "the ωB97M-V functional and the def2-TZVPD basis", "homo_lumo_gap_ha": 0.341, "smiles": "NCc1ccco1", "e_lumo_ev": 1.06, "mol_weight_g_mol": 97.12, "elements": ["N", "C", "C", "C", "C", "C", "O", "H", "H", "H", "H", "H", "H", "H"], "positions_angstrom": [[-2.309, 0.514, 0.062], [-1.527, -0.627, -0.136], [-0.146, -0.224, -0.060], [0.328, 1.071, -0.062], [1.750, 0.916, -0.056], [1.942, -0.451, 0.112], [0.771, -1.119, 0.053], [-3.324, 0.386, -0.026], [-2.246, 0.702, 1.005], [-1.804, -1.474, 0.610], [-1.840, -1.085, -1.067], [-0.203, 1.977, -0.192], [2.455, 1.749, 0.041], [2.878, -1.008, -0.018]]}


(z)
{"formula": "C5H7NO", "method": "the ωB97M-V functional and the def2-TZVPD basis", "homo_lumo_gap_ha": 0.352, "smiles": "C[C@H]1C=CNC1=O", "e_lumo_ev": 0.93, "mol_weight_g_mol": 97.12, "elements": ["C", "C", "C", "C", "N", "C", "O", "H", "H", "H", "H", "H", "H", "H"], "positions_angstrom": [[1.227, 1.303, -0.534], [0.614, -0.037, -0.159], [0.060, -0.154, 1.230], [-1.096, -0.813, 1.208], [-1.425, -1.143, -0.109], [-0.581, -0.487, -1.000], [-0.778, -0.359, -2.186], [2.106, 1.494, 0.092], [0.517, 2.120, -0.379], [1.532, 1.295, -1.583], [1.367, -0.829, -0.318], [0.540, 0.233, 2.105], [-1.751, -1.096, 2.023], [-2.319, -1.507, -0.382]]}


The structure with the least stability is (w).


(w)
{"formula": "C5H7NO", "method": "the ωB97M-V functional and the def2-TZVPD basis", "homo_lumo_gap_ha": 0.329, "smiles": "Cc1occc1N", "e_lumo_ev": 1.06, "mol_weight_g_mol": 97.12, "elements": ["C", "C", "O", "C", "C", "C", "N", "H", "H", "H", "H", "H", "H", "H"], "positions_angstrom": [[0.464, 0.425, -1.926], [0.237, 0.411, -0.454], [0.301, 1.606, 0.208], [-0.153, 1.395, 1.463], [-0.484, 0.094, 1.653], [-0.206, -0.553, 0.396], [-0.352, -1.912, 0.047], [1.525, 0.459, -2.214], [0.009, -0.473, -2.370], [-0.037, 1.312, -2.337], [-0.185, 2.265, 2.099], [-0.883, -0.359, 2.555], [-0.765, -2.456, 0.794], [0.536, -2.325, -0.213]]}


(x)
{"formula": "C5H7NO", "method": "the ωB97M-V functional and the def2-TZVPD basis", "homo_lumo_gap_ha": 0.400, "e_lumo_ev": 0.99, "mol_weight_g_mol": 97.12, "elements": ["C", "C", "C", "O", "C", "N", "C", "H", "H", "H", "H", "H", "H", "H"], "positions_angstrom": [[1.019, 0.322, 0.733], [0.445, -0.085, -0.626], [-0.234, -1.452, -0.756], [-1.542, -0.884, -0.561], [-1.003, 0.440, -0.582], [-1.197, 1.203, 0.640], [-0.096, 1.191, 1.278], [1.164, -0.530, 1.412], [1.978, 0.848, 0.674], [1.066, 0.228, -1.465], [0.001, -2.210, -0.001], [-0.124, -1.900, -1.751], [-1.395, 1.025, -1.419], [0.022, 1.784, 2.181]]}


The structure with the least stability is (x).


(w)
{"formula": "C4H3NO3", "method": "the ωB97M-V functional and the def2-TZVPD basis", "homo_lumo_gap_ha": 0.328, "e_lumo_ev": -0.59, "mol_weight_g_mol": 113.07, "elements": ["C", "C", "C", "C", "H", "H", "H", "N", "O", "O", "O"], "positions_angstrom": [[0.487, 1.181, -0.364], [0.232, 0.094, 0.345], [-0.858, -1.238, 1.443], [0.102, -1.105, -0.521], [0.597, 2.498, -1.811], [1.088, 2.009, 0.327], [-1.695, -1.628, 2.229], [-0.432, -0.049, 1.505], [0.471, 1.607, -1.838], [-0.642, -2.083, 0.331], [0.649, -1.287, -1.646]]}


(x)
{"formula": "C4H3NO3", "method": "the ωB97M-V functional and the def2-TZVPD basis", "homo_lumo_gap_ha": 0.334, "smiles": "C=C1NC1=O.O=C=O", "e_lumo_ev": 0.12, "mol_weight_g_mol": 113.07, "elements": ["C", "C", "N", "C", "O", "H", "H", "H", "O", "C", "O"], "positions_angstrom": [[-1.093, -1.149, 0.108], [-0.604, 0.018, -0.247], [-0.122, 1.334, -0.114], [-1.414, 1.450, -0.197], [-2.441, 2.027, -0.122], [-2.160, -1.342, 0.151], [-0.438, -1.998, 0.258], [0.754, 1.762, 0.178], [2.678, 0.427, 0.162], [2.444, -0.695, -0.011], [2.395, -1.835, -0.166]]}


(y)
{"formula": "C4H3NO3", "method": "the ωB97M-V functional and the def2-TZVPD basis", "homo_lumo_gap_ha": 0.380, "e_lumo_ev": -0.16, "mol_weight_g_mol": 113.07, "elements": ["C", "C", "C", "N", "C", "O", "O", "O", "H", "H", "H"], "positions_angstrom": [[1.319, -0.741, -0.528], [0.242, 1.116, 1.467], [0.069, -0.608, 0.285], [-0.899, 0.447, -0.536], [-2.098, 0.573, -0.580], [0.099, 2.218, 1.681], [-0.440, -1.462, 0.947], [-3.237, 0.802, -0.606], [1.400, 0.005, -1.321], [2.180, -0.599, 0.141], [1.366, -1.751, -0.950]]}


The structure with the least stability is (w).


(w)
{"formula": "C5H6N2O", "method": "the ωB97M-V functional and the def2-TZVPD basis", "homo_lumo_gap_ha": 0.303, "smiles": "C=Cn1nccc1O", "e_lumo_ev": -0.24, "mol_weight_g_mol": 110.12, "elements": ["C", "C", "N", "N", "C", "C", "C", "O", "H", "H", "H", "H", "H", "H"], "positions_angstrom": [[-1.189, 0.624, 2.080], [0.038, -0.141, 1.647], [0.354, 0.112, 0.167], [1.419, 0.828, -0.338], [1.518, 0.500, -1.613], [0.659, -0.292, -1.994], [-0.164, -0.588, -0.935], [-1.415, -1.188, -0.851], [-1.350, 0.600, 3.191], [-1.986, 0.958, 1.474], [1.107, -0.375, 2.208], [2.362, 0.932, -2.191], [0.018, -0.255, -2.962], [-1.369, -1.713, 0.116]]}


(x)
{"formula": "C5H6N2O", "method": "the ωB97M-V functional and the def2-TZVPD basis", "homo_lumo_gap_ha": 0.361, "smiles": "C1=NN2C[C@@H]2[C@@H]2O[C@@H]12", "e_lumo_ev": 0.64, "mol_weight_g_mol": 110.12, "elements": ["C", "N", "N", "C", "C", "C", "O", "C", "H", "H", "H", "H", "H", "H"], "positions_angstrom": [[0.325, 1.630, -0.157], [-0.926, 1.379, -0.362], [-1.312, 0.047, -0.587], [-1.261, -0.694, 0.716], [-0.400, -1.126, -0.410], [0.983, -0.654, -0.571], [2.289, -0.364, 0.041], [1.247, 0.558, 0.331], [0.437, 2.745, -0.132], [-0.695, 0.064, 1.304], [-2.055, -1.444, 1.213], [-0.770, -1.922, -1.099], [1.281, -0.629, -1.709], [0.858, 0.412, 1.423]]}


The structure with the least stability is (x).


(w)
{"formula": "C5H6N2O", "method": "the ωB97M-V functional and the def2-TZVPD basis", "homo_lumo_gap_ha": 0.329, "smiles": "O=CN1CC=CC=N1", "e_lumo_ev": 0.26, "mol_weight_g_mol": 110.12, "elements": ["O", "C", "N", "C", "C", "C", "C", "N", "H", "H", "H", "H", "H", "H"], "positions_angstrom": [[0.487, 2.603, 1.798], [0.187, 1.438, 1.763], [0.022, 0.673, 0.588], [-0.347, -0.734, 0.737], [-0.322, -1.408, -0.583], [0.045, -0.772, -1.701], [0.383, 0.671, -1.644], [0.352, 1.334, -0.584], [-0.179, 0.853, 2.675], [-1.346, -0.856, 1.242], [0.368, -1.205, 1.427], [-0.453, -2.502, -0.585], [0.176, -1.363, -2.592], [0.627, 1.267, -2.542]]}


(x)
{"formula": "C5H6N2O", "method": "the ωB97M-V functional and the def2-TZVPD basis", "homo_lumo_gap_ha": 0.384, "smiles": "N#C[C@H]1C[C@@H](C=O)N1", "e_lumo_ev": 0.50, "mol_weight_g_mol": 110.12, "elements": ["N", "C", "C", "C", "C", "C", "O", "N", "H", "H", "H", "H", "H", "H"], "positions_angstrom": [[2.313, 1.561, -0.446], [1.159, 1.538, 0.007], [-0.176, 1.216, 0.665], [-1.064, 0.497, -0.351], [-0.497, -0.903, 0.114], [0.465, -1.562, -0.764], [1.646, -1.887, -0.475], [-0.107, -0.193, 1.321], [-0.436, 2.171, 1.251], [-2.142, 0.490, -0.162], [-0.960, 0.950, -1.433], [-1.226, -1.699, 0.478], [0.194, -1.880, -1.888], [0.831, -0.296, 1.684]]}


The structure with the least stability is (x).


(w)
{"formula": "C5H6N2O", "method": "the ωB97M-V functional and the def2-TZVPD basis", "homo_lumo_gap_ha": 0.334, "smiles": "[H]/N=C(/C)C(=C)N=C=O", "e_lumo_ev": -0.17, "mol_weight_g_mol": 110.12, "elements": ["H", "N", "C", "C", "C", "C", "N", "C", "O", "H", "H", "H", "H", "H"], "positions_angstrom": [[-0.821, 0.679, -2.025], [-0.096, 1.127, -1.468], [0.250, 0.476, -0.429], [1.320, 1.016, 0.472], [-0.797, -0.511, 0.213], [-1.821, -0.134, 0.959], [-0.416, -1.774, -0.124], [0.607, -1.883, -0.820], [1.470, -2.450, -1.371], [0.916, 1.371, 1.416], [2.054, 0.245, 0.693], [1.853, 1.829, -0.011], [-2.140, 0.892, 0.998], [-2.382, -0.882, 1.498]]}


(x)
{"formula": "C5H6N2O", "method": "the ωB97M-V functional and the def2-TZVPD basis", "homo_lumo_gap_ha": 0.337, "smiles": "C1=NN2C[C@@H]2[C@@H]2O[C@H]12", "e_lumo_ev": 0.94, "mol_weight_g_mol": 110.12, "elements": ["C", "N", "N", "C", "C", "C", "O", "C", "H", "H", "H", "H", "H", "H"], "positions_angstrom": [[-0.005, -0.917, 1.312], [-0.854, -1.411, 0.503], [-0.740, -0.680, -0.696], [-1.088, 0.097, -1.949], [-0.536, 0.767, -0.574], [0.656, 1.150, 0.095], [1.717, 0.345, 0.039], [0.890, 0.331, 1.264], [0.421, -1.265, 2.287], [-0.593, -0.382, -2.732], [-2.090, 0.548, -1.986], [-1.510, 1.318, -0.298], [0.497, 2.323, 0.625], [1.210, 0.761, 2.247]]}


(y)
{"formula": "C5H6N2O", "method": "the ωB97M-V functional and the def2-TZVPD basis", "homo_lumo_gap_ha": 0.337, "smiles": "Nc1cccn1C=O", "e_lumo_ev": 0.76, "mol_weight_g_mol": 110.12, "elements": ["N", "C", "C", "C", "C", "N", "C", "O", "H", "H", "H", "H", "H", "H"], "positions_angstrom": [[-0.199, -1.661, 1.151], [0.351, -0.572, 0.470], [1.579, -0.112, 0.115], [1.456, 0.943, -0.831], [0.135, 1.282, -0.905], [-0.574, 0.338, -0.143], [-1.960, 0.246, -0.172], [-2.699, 0.976, -0.775], [-0.549, -1.413, 2.103], [0.394, -2.496, 1.059], [2.582, -0.516, 0.308], [2.254, 1.525, -1.359], [-0.372, 2.030, -1.455], [-2.398, -0.571, 0.435]]}


The structure with the least stability is (x).